Density functional theory data (ωB97M-V/def2-TZVPD) for a 8-piece molecular cluster, C5H27NO8 overall in a non-equilibrium geometry.

Geometry as XYZ:
```
41
Properties=species:S:1:pos:R:3:forces:R:3:lowdin_charge:R:1
C 2.3080 -1.5364 -0.1731 -1.79 -2.18 -1.15 -0.253
O 1.8294 -0.7338 -1.2219 -1.70 0.10 -3.12 -0.166
C 1.1822 -2.5842 0.1500 -1.21 0.65 2.28 -0.135
C -0.4727 -2.1317 0.2491 3.07 2.44 -1.13 -0.092
C -0.6283 -0.7919 1.1136 -0.46 -3.20 0.75 -0.215
C -0.9888 0.3660 0.2831 1.18 2.45 -2.18 -0.228
N 0.1741 1.2516 -0.2726 -0.67 -2.16 -0.21 0.029
H 2.4876 -1.0314 0.7935 0.36 0.53 -1.03 0.111
H 3.1670 -1.9975 -0.7131 0.05 -0.32 1.78 0.124
H 1.3423 -1.3192 -1.9558 1.68 1.77 2.71 0.178
H 1.5166 -2.9214 1.1529 -0.62 -0.33 -0.31 0.097
H 1.2257 -3.4260 -0.4883 0.13 -0.90 -0.88 0.066
H -1.1160 -2.8699 0.7080 0.31 -0.65 -0.47 0.085
H -0.7531 -1.8423 -0.8308 0.06 -0.97 1.73 0.091
H 0.2561 -0.7442 1.7637 -0.20 0.67 -0.64 0.070
H -1.4510 -0.9717 1.8662 0.49 0.18 -0.87 0.115
H -1.5384 1.0745 0.8076 -1.18 1.13 1.35 0.083
H -1.6730 0.1648 -0.5893 0.98 -0.33 1.15 0.086
H 0.9109 0.5732 -0.5107 -0.36 0.51 -0.33 0.022
H 0.5891 1.8194 0.4373 -0.40 0.51 0.83 0.006
H 1.4740 1.1263 2.4889 -1.49 3.23 -1.46 -0.066
H 0.8198 0.1672 3.7299 0.35 1.46 -1.41 0.085
O 1.4839 0.4250 3.0548 1.33 -4.57 3.25 -0.038
H 0.5335 2.2795 -2.1770 1.02 0.68 3.75 -0.050
H 1.2546 1.6199 -3.4536 -1.69 1.13 1.56 0.100
O 0.4253 2.0250 -3.0382 0.86 -1.72 -5.40 -0.058
H -2.3909 -1.2054 -2.1778 0.52 1.65 -0.89 -0.045
H -3.8708 -1.7595 -2.3105 -1.50 0.80 -0.93 0.033
O -3.0091 -1.8924 -1.9966 0.77 -2.70 1.57 -0.038
H 3.0422 3.3435 1.6427 0.44 0.84 0.78 0.018
H 2.5420 2.3326 0.8128 -0.25 -0.69 -0.82 -0.008
O 3.0332 3.1451 0.7130 -0.05 -0.14 -0.04 -0.036
H 0.3125 3.3871 3.3292 -0.21 -0.04 0.43 0.045
H 0.7792 4.1440 2.0699 -0.13 -1.76 0.58 0.097
O 0.7101 3.2268 2.4762 0.35 1.79 -1.07 -0.069
H -3.4324 -1.2048 -0.3973 -0.17 -0.32 0.07 -0.022
H -4.0663 -1.6342 0.9467 0.03 -0.14 -0.03 0.032
O -3.9560 -0.8860 0.3580 -0.11 0.39 0.27 -0.069
H -1.5460 0.1065 -3.6428 0.76 0.53 -1.72 0.040
H -0.9118 0.7289 -2.2785 -0.11 -0.06 -1.27 0.027
O -1.5944 0.1772 -2.7188 -0.44 -0.30 2.52 -0.052
```
Forces are in eV/Å.

Output
total charge = 0
SMILES = NCCCCCO.O.O.O.O.O.O.O
E_LUMO = 0.13 eV
gap between HOMO and LUMO = 9.497 eV


Density functional theory data (ωB97M-V/def2-TZVPD) for a 8-piece molecular cluster, C5H27NO8S overall in a non-equilibrium geometry.

Geometry as XYZ:
```
42
Properties=species:S:1:pos:R:3:forces:R:3:lowdin_charge:R:1
C 2.6308 0.6265 1.6949 -1.07 0.76 1.98 -0.160
C 1.2043 0.6686 2.5051 0.47 1.58 1.19 -0.210
O 0.3302 -0.4384 2.3081 -0.92 1.81 -2.46 -0.170
C 2.5655 -0.4870 0.6511 2.42 0.34 1.33 -0.255
N 1.7502 0.0266 -0.4609 -1.59 -2.78 -0.56 -0.081
C 2.1787 -0.5996 -1.8076 -2.01 0.85 -0.87 -0.175
C 1.0865 -0.3140 -3.0459 1.88 -3.14 1.65 -0.619
S 0.6324 1.2693 -3.5645 -0.76 1.82 -0.22 0.721
H 3.4008 0.5789 2.5260 -0.57 -0.59 -1.24 0.118
H 2.8012 1.6000 1.2092 -0.23 -0.33 0.22 0.087
H 1.2883 0.5450 3.6218 0.85 1.00 -1.00 0.122
H 0.6988 1.7267 2.2822 0.91 -2.69 1.01 0.105
H -0.2174 -0.1774 1.4996 0.78 -1.53 1.52 0.105
H 3.6089 -0.6404 0.2397 -1.04 0.06 0.44 0.127
H 2.3422 -1.3781 1.3236 -0.51 0.34 -1.95 0.134
H 0.7561 -0.2174 -0.2548 0.93 -0.05 -0.43 0.096
H 3.0466 0.0213 -1.8746 0.79 0.15 -1.34 0.079
H 2.5230 -1.6832 -2.0152 -0.95 1.31 1.41 0.132
H 0.1370 -0.8932 -2.9551 0.47 0.59 0.78 0.047
H 1.4887 -0.9383 -3.8526 0.52 0.56 -0.21 0.052
H 1.7080 2.0139 -3.2705 0.21 -0.33 0.04 -0.135
H -1.4888 -0.7242 -1.8082 -1.27 0.78 0.07 0.019
H -2.8253 0.1695 -1.4722 0.25 -0.64 0.21 -0.029
O -2.3438 -0.3525 -2.1284 1.23 -0.51 -0.71 -0.082
H -1.2115 -2.2557 1.6622 -1.67 -0.63 2.86 -0.082
H -1.8010 -1.6295 0.2583 1.02 -1.23 2.04 0.071
O -1.0460 -2.0264 0.7999 0.37 1.74 -6.46 -0.063
H -2.2771 2.1796 -0.4871 -0.39 1.10 0.07 0.015
H -2.1619 2.5969 -1.8727 -1.81 1.15 1.64 0.095
O -2.7424 2.8477 -1.0474 2.54 -2.20 -1.69 -0.103
H -0.3281 -3.6682 3.2261 -2.57 0.18 1.23 -0.028
H 0.9439 -2.6216 3.3675 -2.04 -2.92 -1.16 0.102
O 0.5341 -3.5005 2.9687 4.69 2.63 -0.03 -0.068
H 1.2764 2.0848 -0.1761 -1.96 2.59 2.32 0.091
H 0.3509 2.6326 1.2208 1.53 0.68 -3.17 0.032
O 0.8059 2.9345 0.3361 0.22 -2.94 0.09 -0.194
H -1.0557 -1.2638 3.2880 -0.50 0.75 0.98 0.024
H -2.6873 -1.7401 3.6815 0.97 0.72 0.54 0.075
O -1.8878 -1.7307 3.1473 -0.79 -1.26 -0.58 -0.060
H -3.6678 1.0346 0.1313 -1.17 0.21 0.22 0.030
H -4.8466 -0.0826 0.0472 -0.38 0.63 0.13 0.064
O -3.9211 0.1247 -0.0435 1.15 -0.55 0.10 -0.033
```
Forces are in eV/Å.

Output
total charge = 0
SMILES = OCCCNCCS.O.O.O.O.O.O.O
E_LUMO = -0.04 eV
gap between HOMO and LUMO = 9.006 eV


Density functional theory data (ωB97M-V/def2-TZVPD) for a 8-piece molecular cluster, C5H28N2O8 overall in a non-equilibrium geometry.

Geometry as XYZ:
```
43
Properties=species:S:1:pos:R:3:forces:R:3:lowdin_charge:R:1
C -0.9461 -1.5234 3.2303 0.17 -1.43 -2.11 -0.113
N -1.0511 -0.6858 2.0217 1.31 -0.15 -0.53 -0.074
C 0.0192 -0.9526 1.0163 -1.51 -0.68 -0.54 -0.364
C 1.4460 -0.6285 1.3605 0.19 2.86 2.73 -0.126
C 1.5686 0.9576 1.6218 -0.68 -1.50 -2.38 -0.206
N 1.5380 1.6517 0.2813 1.61 0.46 1.61 0.003
C -0.1206 -2.4045 0.5224 -0.42 0.34 0.29 -0.234
O 0.8979 -2.6247 -0.4240 -0.68 -0.47 0.23 -0.066
H -1.4827 -2.4754 2.9901 -0.89 1.05 0.90 0.082
H 0.0245 -2.0595 3.2985 0.26 1.38 0.82 0.076
H -1.2894 -0.8598 4.0106 0.04 -0.93 0.87 0.078
H -0.9822 0.2927 2.2680 -0.05 -0.05 0.13 0.061
H -0.2973 -0.3103 0.1626 0.41 -0.34 0.15 0.120
H 1.7223 -0.9176 2.3850 -0.17 -1.11 -0.34 0.107
H 2.2024 -0.9618 0.6562 -0.20 -0.02 -0.09 0.115
H 0.7284 1.3421 2.1819 -0.20 -0.13 0.45 0.078
H 2.4729 1.1251 2.1946 0.22 0.48 -0.28 0.102
H 2.4945 1.4661 -0.0233 -0.41 0.13 -0.50 0.042
H 0.9018 1.1479 -0.3092 -0.15 -0.31 -0.31 0.021
H -0.0965 -3.1548 1.3206 0.59 0.22 0.19 0.113
H -1.1301 -2.5410 0.1204 0.23 0.10 -0.25 0.106
H 0.4633 -2.6914 -1.2833 0.62 -0.14 -0.23 0.058
H -1.2929 -0.8348 -3.0994 -0.04 0.49 -0.69 0.025
H -0.8690 -0.4152 -4.6267 -0.50 -0.12 0.07 0.064
O -0.5754 -0.6089 -3.7380 0.19 -0.07 0.72 -0.063
H -3.1137 -1.4943 -1.6436 -0.08 0.18 0.25 0.073
H -2.0067 -0.7489 -0.8118 -0.38 0.10 -0.10 0.043
O -2.1742 -1.3082 -1.5803 0.29 -0.23 -0.34 -0.033
H -1.1133 2.3198 -1.3007 -0.14 0.12 -0.23 -0.006
H -0.3315 1.6318 -2.4157 0.13 -0.19 -0.29 0.014
O -1.2189 1.7371 -2.0721 -0.08 0.04 0.59 -0.062
H 1.9507 -1.6497 -2.4575 -0.11 -0.07 0.08 0.029
H 0.5561 -1.7252 -3.1435 0.68 0.07 -0.41 -0.010
O 1.3671 -2.2421 -2.9423 -0.18 -0.10 -0.29 -0.075
H 0.1378 4.1895 -0.6949 0.16 -0.13 -0.16 0.043
H -0.6849 4.3350 0.5490 -0.17 -0.20 -0.34 0.053
O -0.7512 4.0232 -0.3682 0.02 0.33 0.59 -0.061
H 3.5104 0.4945 -2.9183 -0.47 0.26 0.01 0.040
H 2.8471 1.4880 -1.8539 -0.22 -0.15 -0.65 0.003
O 3.6273 0.9880 -2.1021 0.67 -0.09 0.44 -0.049
H -2.9535 1.6713 3.0729 -0.56 -0.24 0.12 0.024
H -2.6051 2.7025 2.1053 -0.23 0.37 -0.44 0.019
O -3.3899 2.2551 2.4388 0.75 -0.14 0.29 -0.051
```
Forces are in eV/Å.

Output
total charge = 0
SMILES = CN[C@H](CO)CCN.O.O.O.O.O.O.O
E_LUMO = 0.10 eV
gap between HOMO and LUMO = 9.286 eV


Density functional theory data (ωB97M-V/def2-TZVPD) for a 9-piece molecular cluster, C5H28N2O9 overall in a non-equilibrium geometry.

Geometry as XYZ:
```
44
Properties=species:S:1:pos:R:3:forces:R:3:lowdin_charge:R:1
N 1.0482 1.1927 0.7367 -0.95 0.39 -0.24 0.045
C -0.3043 1.0652 1.2963 -0.74 -2.44 -0.50 -0.327
C -1.4967 1.7071 0.5146 1.94 -0.70 -1.58 -0.134
C -2.6967 1.5622 1.3805 0.86 3.42 1.10 -0.248
O -2.7421 2.3422 2.3203 -0.78 -1.06 -0.10 0.043
C -0.5860 -0.4856 1.2536 -1.15 0.53 1.28 -0.211
N 0.0439 -1.0809 2.4545 -0.04 -0.88 -1.45 -0.099
C -0.5093 -2.3705 2.9093 0.91 0.11 0.68 -0.128
H 1.4108 0.2508 0.7713 0.52 0.24 -0.42 0.061
H 1.7159 1.7824 1.2129 -0.34 0.13 0.26 0.074
H -0.4159 1.3996 2.3423 0.29 -0.17 -0.40 0.138
H -1.6540 1.2130 -0.4666 0.35 0.03 0.40 0.103
H -1.0906 2.7087 0.2901 -1.23 0.15 0.35 0.122
H -3.5191 0.8945 1.1817 -0.32 -0.74 -0.21 0.109
H -1.6748 -0.6707 1.1791 0.49 0.41 1.36 0.065
H -0.4206 -1.0185 0.3209 1.38 0.43 -0.61 0.101
H 1.0079 -1.3549 2.2147 -0.49 0.54 0.18 0.062
H -0.1510 -2.3260 3.9446 -0.86 -0.78 0.21 0.080
H -1.5939 -2.4375 2.8083 0.22 0.29 0.45 0.051
H -0.0704 -3.3057 2.4895 -0.21 0.69 -0.29 0.068
H -3.0351 -2.6460 1.5939 -0.15 -0.26 -0.07 0.032
H -3.7941 -2.2146 0.3064 -0.11 -0.28 0.03 0.052
O -3.2002 -1.9138 0.9986 -0.36 0.24 -0.28 -0.051
H 2.7962 -2.5645 0.8239 0.12 -0.41 -0.06 0.046
H 2.3798 -3.8264 1.6886 0.19 0.52 -0.35 0.058
O 2.3026 -2.8646 1.5929 -0.09 -0.14 0.26 -0.052
H 0.0844 0.5987 -3.8107 -0.17 0.10 0.07 0.041
H 1.4298 1.1706 -3.2971 -0.81 0.03 -0.46 0.001
O 1.0286 0.5816 -3.9766 0.95 -0.18 0.02 -0.085
H 0.8161 -2.1057 -1.9309 0.00 0.08 0.00 0.038
H 0.8807 -0.6627 -2.4508 -0.43 -0.47 0.03 -0.007
O 0.2691 -1.3260 -2.0714 0.15 0.06 0.10 -0.067
H 1.0079 2.2823 -1.1574 -0.10 -0.06 0.00 0.017
H 0.6335 3.1451 -2.4763 -0.18 0.00 0.43 0.065
O 1.1452 2.4189 -2.1119 0.28 0.18 -0.09 -0.069
H 3.1143 -0.7813 -3.1699 0.00 -0.10 -0.19 0.039
H 3.1646 0.1759 -2.0078 -0.13 -0.20 0.02 0.000
O 3.4039 -0.7310 -2.2534 -0.05 0.35 0.12 -0.052
H 4.0896 1.2643 -0.7631 0.20 0.11 0.20 0.048
H 3.6080 2.6530 -0.3667 -0.01 0.07 -0.16 0.063
O 3.2932 1.7600 -0.5391 0.73 -0.23 -0.02 -0.058
H -2.2846 -1.0755 -1.6825 0.20 -0.06 -0.78 0.018
H -3.2912 -0.1173 -1.2799 -0.42 0.31 -0.37 0.010
O -2.9903 -0.5448 -2.0941 0.34 -0.26 1.15 -0.064
```
Forces are in eV/Å.

Output
total charge = 0
SMILES = CNC[C@@H](N)CC=O.O.O.O.O.O.O.O.O
E_LUMO = 0.17 eV
gap between HOMO and LUMO = 8.702 eV